Below is a 3-piece molecular cluster, CH7O3 overall, with properties calculated with wB97M-V/def2-TZVPD.

As for the total charge: -1. For the molar mass, the calculation gives 67.06 g/mol.

CARTESIAN COORDINATES (ANGSTROEM)
C  -0.140  -0.798  0.471
O  -0.010  -0.109  -0.645
H  -0.521  -0.268  1.375
H  -0.749  -1.724  0.360
H  0.748  -1.364  0.792
H  -1.561  0.448  -0.868
H  -1.931  1.929  -1.073
O  -2.369  1.034  -1.118
H  2.697  0.048  -0.138
H  1.466  0.325  0.210
O  2.369  0.480  0.635

---

Below is C7H9N3 as an isolated structure, with properties calculated with wB97M-V/def2-TZVPD.

For the molar mass, the calculation gives 135.17 g/mol.

CARTESIAN COORDINATES (ANGSTROEM)
C  1.968  -0.828  -0.641
C  -1.021  1.261  -0.625
C  -2.320  0.830  -0.827
C  -0.406  0.280  0.104
C  2.018  1.485  0.101
C  -1.184  -1.980  0.928
C  1.512  0.100  0.254
N  2.370  -1.510  -1.482
N  -2.451  -0.420  -0.363
N  -1.307  -0.712  0.269
H  -0.639  2.212  -1.203
H  -3.189  1.199  -1.337
H  1.320  2.271  0.163
H  2.548  1.765  -0.811
H  2.519  1.513  1.019
H  -2.181  -2.294  1.171
H  -0.871  -2.749  0.256
H  -0.503  -2.012  1.796
H  1.817  -0.409  1.226

---

Below is C4H5O5S as an isolated structure, with properties calculated with wB97M-V/def2-TZVPD.

As for the total charge: -1. For the molar mass, the calculation gives 165.15 g/mol.

CARTESIAN COORDINATES (ANGSTROEM)
C  0.449  -1.635  0.297
C  0.449  -0.226  0.731
C  -0.568  -0.012  -0.417
C  -2.007  0.293  -0.320
O  1.901  0.506  -1.356
O  1.015  -2.609  0.672
O  1.234  2.159  0.334
O  3.008  0.535  0.780
O  -0.412  -1.471  -0.721
S  1.796  0.843  0.053
H  0.182  0.028  1.854
H  0.055  0.454  -1.130
H  -2.304  0.326  0.690
H  -2.517  -0.499  -0.784
H  -2.281  1.308  -0.686

---

Below is a 5-piece molecular cluster, C3H18N2O4 overall, with properties calculated with wB97M-V/def2-TZVPD.

The SMILES is C[C@H](N)CN.O.O.O.O. For the molar mass, the calculation gives 146.19 g/mol.

CARTESIAN COORDINATES (ANGSTROEM)
N  0.096  0.603  0.866
C  -0.898  -0.506  0.695
C  -0.775  -1.489  1.871
C  -2.326  -0.006  0.446
N  -2.748  0.125  -0.947
H  0.070  0.938  1.818
H  1.020  0.210  0.724
H  -0.509  -0.995  -0.196
H  -1.705  -1.969  2.148
H  -0.087  -2.316  1.699
H  -0.458  -0.964  2.773
H  -2.397  0.985  0.900
H  -3.025  -0.695  0.902
H  -2.635  -0.761  -1.438
H  -2.150  0.727  -1.502
H  2.555  -0.286  -1.939
H  3.047  0.846  -1.128
O  3.002  -0.115  -1.099
H  0.244  0.711  -1.229
H  0.502  2.002  -1.892
O  0.537  1.042  -2.089
H  0.249  2.754  0.026
H  -0.846  3.223  -0.924
O  0.069  3.392  -0.675
H  3.293  -1.798  0.378
H  2.930  -2.965  -0.554
O  2.944  -2.695  0.367

---

Here are the calculated relative energy (zero: lowest compared OMol25 entry of this formula, charge and spin) numbers, same order: 0.813, 3.760, 0.211, 0.000 (eV).